{"formula": "C29H35N7P2Ti", "method": "ωB97M-V/def2-TZVPD", "charge": 0, "spin_multiplicity": 3, "e_tot_ha": -3041.3614, "s_squared": 2.0128, "e_above_lowest_kcal_mol": 0.0, "largest_force_ha_per_bohr": 0.0635, "species": ["Ti", "C", "C", "C", "C", "C", "C", "C", "C", "C", "H", "H", "H", "H", "H", "H", "H", "H", "H", "H", "H", "H", "H", "H", "H", "P", "P", "N", "N", "N", "N", "C", "C", "C", "C", "C", "C", "C", "C", "C", "C", "C", "C", "C", "C", "C", "C", "C", "C", "H", "H", "H", "H", "H", "H", "H", "H", "H", "H", "H", "H", "H", "H", "H", "H", "H", "H", "H", "H", "N", "C", "N", "C", "N"], "positions_angstrom": [[-0.112, -0.101, -0.061], [2.005, -0.955, -0.272], [1.470, -0.582, -1.511], [0.898, -1.556, -2.517], [-0.628, -1.817, -2.426], [-1.246, -1.762, -1.064], [-0.630, -2.180, 0.122], [0.586, -3.064, 0.175], [1.950, -2.327, 0.309], [-1.930, 0.867, 0.398], [2.709, -0.268, 0.219], [1.786, 0.377, -1.944], [1.441, -2.517, -2.550], [1.075, -1.118, -3.518], [-1.127, -1.071, -3.072], [-0.813, -2.791, -2.914], [-2.316, -1.535, -1.042], [-1.216, -2.147, 1.055], [0.621, -3.766, -0.674], [0.489, -3.696, 1.074], [2.197, -2.263, 1.384], [2.719, -2.991, -0.123], [-1.761, 1.495, 1.287], [-2.689, 0.119, 0.663], [-2.332, 1.515, -0.393], [-2.600, -4.407, -6.902], [0.159, -3.195, -7.614], [-3.141, -5.732, -5.910], [-4.053, -4.456, -7.964], [1.428, -4.176, -6.888], [1.205, -2.415, -8.789], [-1.500, -5.414, -8.015], [-0.501, -4.504, -8.740], [-2.942, -5.709, -4.521], [-3.274, -6.950, -4.007], [-3.690, -7.777, -5.107], [-3.589, -7.010, -6.260], [-4.920, -3.358, -8.015], [-5.872, -3.588, -8.999], [-5.591, -4.867, -9.580], [-4.478, -5.376, -8.925], [1.765, -3.978, -5.542], [2.675, -4.953, -5.168], [2.904, -5.792, -6.308], [2.128, -5.293, -7.348], [2.265, -2.927, -9.547], [2.609, -1.999, -10.519], [1.711, -0.885, -10.382], [0.856, -1.168, -9.335], [-2.115, -5.945, -8.752], [-0.988, -6.169, -7.395], [0.296, -5.114, -9.183], [-0.991, -3.947, -9.556], [-2.575, -4.801, -4.060], [-3.221, -7.241, -2.969], [-4.018, -8.804, -5.052], [-3.800, -7.266, -7.290], [-4.761, -2.526, -7.343], [-6.672, -2.921, -9.272], [-6.127, -5.351, -10.378], [-3.966, -6.320, -9.081], [1.312, -3.157, -5.006], [3.124, -5.052, -4.196], [3.551, -6.648, -6.358], [2.033, -5.639, -8.369], [2.682, -3.903, -9.338], [3.407, -2.099, -11.241], [1.704, 0.010, -10.989], [0.018, -0.624, -8.915], [0.668, 0.549, 1.633], [0.888, 1.159, 2.631], [1.227, 1.653, 3.727], [0.744, 2.752, 4.280], [0.380, 3.719, 4.841]], "mulliken_spin": [1.31, 0.28, -0.04, 0.11, -0.05, 0.28, -0.06, 0.09, -0.04, -0.01, 0.03, 0.00, -0.01, 0.01, 0.00, 0.02, 0.02, 0.00, 0.01, 0.00, -0.01, 0.01, 0.01, 0.00, -0.01, 0.00, 0.00, 0.00, 0.00, 0.00, 0.00, 0.00, 0.00, 0.00, 0.00, 0.00, 0.00, 0.00, 0.00, 0.00, 0.00, 0.00, 0.00, 0.00, 0.00, 0.00, 0.00, 0.00, 0.00, 0.00, 0.00, 0.00, 0.00, 0.00, 0.00, 0.00, 0.00, 0.00, 0.00, 0.00, 0.00, 0.00, 0.00, 0.00, 0.00, 0.00, 0.00, 0.00, 0.00, -0.02, 0.07, 0.02, 0.00, 0.01]}